Entry 1:
ORCA calculation (ωB97M-V/def2-TZVPD) on a cluster of 2 separate species, CHIN2O2S in total in a non-equilibrium geometry.

Each line ends with the Mulliken charge.
CARTESIAN COORDINATES (ANGSTROEM)
C (1.076878, -1.841181, -0.274318)  0.4879
N (2.031695, -2.335272, -0.674708)  -0.3390
N (0.067245, -1.123393, 0.176081)  -0.2522
O (1.302024, 2.290969, -0.149991)  -0.3782
O (0.290514, 0.152951, 0.418474)  -0.0209
S (1.607356, 0.885137, -0.128887)  0.5038
I (-3.754968, 0.577324, 0.063423)  -0.0657
H (-2.620743, 1.393465, 0.569923)  0.0643

Forces on atoms 1 to 3 (eV/Å):
C -0.4 1.7 0.3
N 1.3 -1.2 -0.6
N -1.7 -1.7 0.6

Summary:
* F_max: 3.2 eV Å⁻¹
* spin multiplicity: 1
* LUMO level (alpha / beta): -0.07152 / -0.09202 hartree
* HOMO energy (alpha / beta): -10.129 / -9.863 eV
* gap between HOMO and LUMO (alpha / beta): 8.183 / 7.359 eV

***

Entry 2:
ORCA calculation (ωB97M-V/def2-TZVPD) on the molecule C2H4ClN in a non-equilibrium geometry.

Each line ends with the Mulliken charge.
CARTESIAN COORDINATES (ANGSTROEM)
C (-0.223767, -0.417877, 0.021553)  -0.6223
N (1.187684, -0.652043, 0.029819)  -0.2480
C (1.874679, 0.375541, -0.004667)  0.0109
Cl (3.696363, -0.038256, 0.009065)  -0.2188
H (-0.827902, -0.896775, 0.672507)  0.2852
H (-0.691768, -0.752645, -1.039315)  0.2134
H (-0.511667, 0.742620, 0.052079)  0.2032
H (1.715049, 1.372091, -0.044958)  0.3763

Forces on atoms 1 to 3 (eV/Å):
C -1.2 3.7 -5.4
N -1.0 0.4 0.4
C 3.6 -4.7 0.2

Summary:
* F_max: 6.6 eV Å⁻¹
* spin multiplicity: 1
* LUMO level: 0.03313 hartree
* HOMO energy: -10.534 eV
* SMILES: C/N=C/Cl
* gap between HOMO and LUMO: 11.435 eV

***

Entry 3:
ORCA calculation (ωB97M-V/def2-TZVPD) on a structure of composition C25H24BBr2N9OV in a non-equilibrium geometry.

Each line ends with the Mulliken charge.
CARTESIAN COORDINATES (ANGSTROEM)
V (0.271018, -0.027796, 0.089352)  0.5985
C (3.742154, 0.403974, -0.869232)  -1.2303
C (3.337497, -0.355299, 0.347880)  0.7422
C (4.150305, -1.004568, 1.266499)  -1.7171
C (3.295054, -1.533682, 2.218780)  0.2423
N (2.043830, -1.214112, 1.897168)  0.5892
N (2.053143, -0.486356, 0.732015)  0.0630
B (0.692137, -1.517364, 2.654848)  0.2193
N (-0.225672, -2.335107, 1.641990)  0.5867
C (-0.754414, -3.566884, 1.673266)  0.1031
C (-1.637191, -3.721209, 0.624863)  -1.7027
C (-1.609183, -2.513540, -0.060589)  0.6840
C (-2.406391, -2.087367, -1.252503)  -1.3142
N (-0.741823, -1.687209, 0.540580)  0.0576
N (-0.018991, -0.154988, 2.904353)  0.8006
C (-0.486928, 0.394094, 4.028972)  0.0767
C (-1.082325, 1.596862, 3.713614)  -1.6246
C (-0.942776, 1.740329, 2.333327)  0.6168
C (-1.415461, 2.865047, 1.471486)  -1.2247
N (-0.295127, 0.666721, 1.846844)  -0.0987
N (0.992024, -2.172285, 3.983983)  0.4173
C (0.616225, -3.311288, 4.633044)  -0.0606
C (1.237314, -3.334453, 5.847371)  -1.1577
C (2.000098, -2.146323, 5.888650)  0.6304
C (2.880739, -1.647573, 6.994880)  -1.2427
N (1.851115, -1.450743, 4.774732)  -1.1267
H (4.819728, 0.550649, -0.860923)  0.4188
H (3.264812, 1.383983, -0.905151)  0.2053
H (3.484649, -0.138201, -1.780921)  0.1729
H (5.226301, -1.069346, 1.246571)  0.4745
H (3.505091, -2.099644, 3.112506)  0.5620
H (-0.465692, -4.279113, 2.416050)  0.5197
H (-2.227544, -4.591936, 0.392190)  0.4778
H (-3.146920, -2.845634, -1.493928)  0.3961
H (-1.780840, -1.936088, -2.130439)  0.2025
H (-2.935038, -1.155458, -1.052467)  0.3049
H (-0.347739, -0.094636, 4.979855)  0.5191
H (-1.546469, 2.293044, 4.393559)  0.4499
H (-1.958417, 3.584469, 2.080786)  0.4155
H (-2.083529, 2.512212, 0.687184)  0.2589
H (-0.582439, 3.371478, 0.986588)  0.1493
H (-0.079909, -4.015611, 4.229273)  0.3296
H (1.153318, -4.095924, 6.607025)  0.4592
H (2.913518, -2.363118, 7.814961)  0.3658
H (2.513546, -0.697289, 7.384302)  0.2846
H (3.898440, -1.485399, 6.638562)  0.2981
Br (0.814360, 4.437575, -1.868679)  -0.1299
C (0.992570, 2.783559, -2.733083)  0.0352
C (1.398697, 2.739801, -4.090312)  -0.4122
C (1.554637, 1.552486, -4.736152)  -0.1260
Br (2.091177, 1.543360, -6.542170)  -0.1811
C (1.329594, 0.326552, -4.058588)  0.9388
C (1.494779, -0.967565, -4.598777)  -0.8402
C (1.284954, -2.065093, -3.810845)  -1.1978
C (0.908997, -1.890365, -2.472146)  -0.3208
N (0.730036, -0.702905, -1.935591)  0.3546
C (0.926534, 0.404418, -2.720331)  0.3572
C (0.737031, 1.637235, -2.051104)  -0.0636
O (0.350051, 1.558098, -0.753260)  -0.4032
H (1.584529, 3.668182, -4.613533)  0.4423
H (1.796507, -1.079532, -5.632464)  0.3606
H (1.409952, -3.065332, -4.200857)  0.4600
H (0.759329, -2.745500, -1.821484)  0.5339

Forces on atoms 1 to 3 (eV/Å):
V 0.4 0.0 -1.0
C 0.0 0.0 0.0
C -0.1 0.0 0.0

Summary:
* F_max: 1.7 eV Å⁻¹
* <S²>: 2.012
* spin multiplicity: 3
* charge: +1
* LUMO level (alpha / beta): -0.12470 / -0.12702 hartree
* HOMO energy (alpha / beta): -11.078 / -11.230 eV
* gap between HOMO and LUMO (alpha / beta): 7.685 / 7.774 eV

***

Entry 4:
ORCA calculation (ωB97M-V/def2-TZVPD) on a cluster of 10 separate species, C29H82F3N7O13S in total in a non-equilibrium geometry.

Each line ends with the Mulliken charge.
CARTESIAN COORDINATES (ANGSTROEM)
N (1.693714, -0.744401, -3.526703)  0.2573
H (1.895507, -1.733877, -3.508550)  0.3744
H (0.894216, -0.599942, -4.126738)  0.4748
H (2.466396, -0.223253, -3.915892)  0.5019
H (1.435941, -0.414665, -2.607512)  0.1387
C (-0.286619, -0.685259, 1.260432)  -0.6035
F (-1.101931, -1.617747, 0.695538)  -0.1460
F (-0.967327, -0.154805, 2.258504)  -0.0941
F (0.825478, -1.231034, 1.777494)  0.0185
S (0.218263, 0.661541, -0.059927)  0.5753
O (-1.067287, 1.163616, -0.689601)  0.1049
O (0.885597, 1.719314, 0.704054)  0.1069
O (1.040759, -0.030275, -1.028974)  -0.7856
C (3.194209, 0.277991, 3.255461)  0.1502
C (2.150807, 1.403284, 3.603043)  0.2839
O (2.428130, 2.518841, 2.681290)  -0.6169
O (3.332353, -0.777129, 4.236289)  -0.6265
H (4.173921, 0.752375, 3.312079)  0.3262
H (3.031077, -0.190103, 2.284694)  -0.3602
H (2.436930, 1.697118, 4.612939)  0.5245
H (1.118200, 1.055026, 3.579731)  -0.3340
H (1.945191, 2.232266, 1.902683)  -0.1758
H (2.543369, -1.318879, 4.311214)  0.4571
C (-4.465309, 0.346842, -0.801294)  -0.2558
C (-4.110564, 0.471618, -2.308958)  -0.5457
O (-2.787398, 0.018156, -2.590511)  -0.5350
O (-3.691154, 1.306644, -0.074661)  -0.5009
H (-4.230395, -0.650245, -0.428829)  0.1179
H (-5.467566, 0.571219, -0.436270)  0.3545
H (-4.132245, 1.500559, -2.668002)  0.2734
H (-4.759498, -0.113500, -2.960605)  0.3620
H (-2.109774, 0.604349, -2.245836)  0.2047
H (-2.799648, 1.290639, -0.430424)  0.0966
C (1.407209, -2.182330, 7.045633)  -1.4064
C (0.381893, -1.985153, 5.891147)  0.0824
C (-0.202189, -0.552412, 5.737349)  -0.0894
O (-0.839567, -0.227057, 6.982317)  -0.4196
C (-1.419889, 1.045262, 7.025048)  -0.6672
N (1.127491, -2.327057, 4.625237)  -0.5520
H (1.582119, -3.252113, 7.159970)  0.3729
H (1.039228, -1.761191, 7.981233)  0.3695
H (2.340195, -1.699760, 6.754500)  0.2838
H (-0.451475, -2.643974, 6.135166)  0.4508
H (-0.876260, -0.674641, 4.889533)  0.3021
H (0.680076, 0.044385, 5.505997)  0.0140
H (-2.167429, 1.159351, 6.240029)  0.2233
H (-0.790817, 1.932028, 6.947468)  0.2993
H (-1.940112, 1.074823, 7.982432)  0.3206
H (0.460153, -2.293796, 3.867840)  -0.0105
H (1.394582, -3.300948, 4.642883)  0.2439
C (-0.939489, 3.390053, 3.207866)  -1.0634
C (-2.077921, 3.096817, 2.254642)  2.0078
C (-3.479934, 3.369273, 2.847699)  -1.2325
O (-3.607297, 2.456751, 4.041361)  -0.1595
C (-4.733383, 2.785314, 4.757427)  -0.9728
N (-1.812994, 3.717517, 0.963377)  -0.7493
H (-0.915909, 2.694734, 4.046955)  -0.0665
H (-1.048996, 4.398247, 3.607439)  0.4207
H (0.011079, 3.239488, 2.696134)  0.2600
H (-2.109374, 2.009615, 2.183156)  -0.3090
H (-4.348963, 3.187980, 2.215239)  0.3909
H (-3.539611, 4.408762, 3.170199)  0.4157
H (-4.708372, 3.809933, 5.128410)  0.3954
H (-4.797905, 2.207775, 5.679588)  0.2472
H (-5.688492, 2.776492, 4.232278)  0.3462
H (-0.922315, 3.399273, 0.609106)  -0.0405
H (-2.423882, 3.189568, 0.356592)  0.2602
C (4.559312, 1.045220, -0.499301)  -1.2686
C (3.930421, 2.231584, -1.190004)  1.3709
C (3.594518, 3.495864, -0.393874)  -0.3792
O (3.080597, 4.513624, -1.295531)  -0.3701
C (2.689235, 5.713835, -0.607509)  -0.8196
N (4.846102, 2.600682, -2.187803)  -0.6481
H (4.563434, 0.153907, -1.126712)  0.2394
H (3.924512, 0.810292, 0.355060)  -0.0244
H (5.544703, 1.271571, -0.092018)  0.5521
H (2.989623, 1.925971, -1.647841)  -0.6360
H (4.436770, 3.913863, 0.157482)  0.5169
H (2.912004, 3.127394, 0.371958)  0.0674
H (2.516988, 6.550172, -1.284995)  0.2612
H (3.490300, 6.095701, 0.025404)  0.3378
H (1.775915, 5.453994, -0.072324)  0.2392
H (5.771038, 2.709687, -1.797044)  0.3080
H (4.495907, 3.526192, -2.389996)  0.4200
C (2.722159, -2.817718, -0.737002)  -0.9230
C (1.571552, -3.586603, -1.399145)  1.8814
C (1.998279, -4.333351, -2.660931)  -1.2905
O (2.076083, -3.402802, -3.751498)  -0.5637
C (2.233776, -4.157912, -4.970027)  -0.9697
N (1.044446, -4.554353, -0.419536)  -0.7273
H (3.140080, -2.023055, -1.355026)  0.0967
H (3.503188, -3.485393, -0.373255)  0.4807
H (2.338836, -2.343326, 0.166389)  -0.0768
H (0.683701, -2.983449, -1.588935)  -0.3979
H (1.210552, -5.078410, -2.772629)  0.3958
H (2.851904, -5.005093, -2.570410)  0.4993
H (1.287322, -4.675499, -5.126313)  0.3567
H (3.002185, -4.927366, -4.895342)  0.3132
H (2.431248, -3.554074, -5.855729)  0.3319
H (1.733711, -5.280077, -0.284095)  0.2985
H (0.864873, -4.156550, 0.491286)  0.1417
C (-0.087269, 3.843746, -2.678663)  -1.3268
C (0.570114, 3.023425, -3.800127)  1.7604
C (-0.122388, 3.182081, -5.160494)  -1.0855
O (-1.346540, 2.415684, -5.178712)  -0.1483
C (-1.989560, 2.493816, -6.411734)  -0.8416
N (1.958007, 3.480396, -3.776362)  -0.5684
H (0.499579, 3.648714, -1.781066)  0.1643
H (-1.095486, 3.492391, -2.459251)  0.3284
H (-0.044505, 4.912607, -2.887934)  0.4926
H (0.511261, 1.999387, -3.431394)  -0.7460
H (0.443380, 2.601081, -5.888809)  0.4390
H (-0.229603, 4.249726, -5.352198)  0.3354
H (-2.342385, 3.507681, -6.600667)  0.3311
H (-2.845478, 1.825072, -6.320675)  0.1992
H (-1.394866, 2.104048, -7.237872)  0.3289
H (2.263255, 3.324407, -2.826311)  -0.1431
H (1.901702, 4.482527, -3.888929)  0.3613
C (-2.260861, -3.735553, -2.532167)  -0.6776
C (-2.648901, -4.691748, -1.482851)  0.5180
C (-2.285214, -6.198653, -1.828485)  -0.8111
O (-2.847692, -6.894797, -2.964113)  -0.4045
C (-4.193853, -6.706476, -3.298570)  -0.6933
N (-1.976336, -4.357905, -0.247862)  -0.7456
H (-2.877370, -3.957057, -3.403341)  0.3776
H (-1.259890, -3.942761, -2.910603)  -0.1419
H (-2.240438, -2.693848, -2.211959)  0.2200
H (-3.736176, -4.635551, -1.430223)  0.3279
H (-2.452601, -6.784380, -0.924606)  0.4459
H (-1.204842, -6.302390, -1.929171)  0.2260
H (-4.501059, -7.458859, -4.024961)  0.2844
H (-4.448175, -5.803972, -3.854361)  0.2488
H (-4.846910, -6.821793, -2.433520)  0.3171
H (-1.981328, -3.357206, -0.111215)  0.2963
H (-1.017642, -4.617660, -0.430955)  0.2253

Forces on atoms 1 to 3 (eV/Å):
N -0.2 0.7 -1.1
H 0.3 -1.2 -0.1
H -0.4 0.1 -0.3

Summary:
* F_max: 3.8 eV Å⁻¹
* spin multiplicity: 1
* LUMO level: -0.01176 hartree
* HOMO energy: -8.603 eV
* gap between HOMO and LUMO: 8.283 eV

***

Energy for every record listed, in sequence, given in Eh: -994.3921; -593.4958; -7652.0365; -3213.1094.